# 1
61
Properties=species:S:1:pos:R:3 method="wB97M-V/def2-TZVPD" orbital_gap_ev=8.11 fmax_ev_per_a=2.1 charge=+1 homo_energy_ha=-0.4252 de_lowest_kj_mol=0.0
C 23.55 -6.61 -12.70
C 22.09 -2.91 -9.83
O 25.77 -7.05 -13.67
C 22.05 -9.75 -14.00
O 22.09 -5.35 -9.97
H 23.88 -7.27 -11.90
H 22.33 -2.09 -9.15
C 16.20 -4.35 -12.11
H 21.00 -2.91 -9.95
H 24.06 -8.06 -14.22
N 22.07 -2.47 -14.39
H 23.89 -10.45 -13.58
H 23.09 -4.76 -12.94
O 18.02 -9.53 -15.00
H 17.32 -3.60 -10.59
H 22.46 -1.97 -13.62
C 19.79 -6.74 -12.02
O 16.26 -8.24 -13.18
H 20.79 -6.34 -11.88
O 22.34 -9.19 -15.06
O 20.39 -3.81 -15.18
N 20.99 -3.95 -13.00
H 22.52 -6.87 -12.95
O 19.25 -6.40 -13.28
H 21.51 -3.55 -12.22
C 22.56 -4.24 -9.26
N 15.07 -3.91 -11.51
H 16.33 -10.00 -12.05
H 17.82 -9.26 -12.32
H 20.38 -4.74 -12.92
H 14.23 -4.00 -12.06
H 18.22 -4.57 -11.69
H 26.15 -7.43 -14.46
H 22.83 -10.73 -12.28
H 14.98 -3.39 -10.66
H 22.26 -2.18 -15.33
H 24.21 -6.42 -14.81
H 16.23 -10.49 -14.60
H 20.41 -10.32 -12.79
C 16.88 -9.48 -12.83
N 20.75 -9.90 -13.63
H 17.79 -11.15 -13.92
H 19.16 -6.40 -11.19
H 23.19 -1.78 -11.08
Li 17.31 -6.66 -13.85
H 15.39 -8.16 -12.77
Li 19.51 -6.03 -15.24
C 24.35 -7.04 -13.92
H 17.57 -8.72 -15.24
N 22.98 -10.32 -13.18
O 16.16 -5.12 -13.09
O 22.72 -2.61 -11.09
H 20.13 -9.39 -14.25
H 19.85 -7.83 -11.96
C 21.09 -3.41 -14.24
H 23.65 -4.19 -9.17
O 23.76 -5.23 -12.42
H 22.60 -5.43 -10.79
H 22.15 -4.23 -8.25
C 17.18 -10.27 -14.11
N 17.36 -4.13 -11.45



# 2
19
Properties=species:S:1:pos:R:3 method="wB97M-V/def2-TZVPD" orbital_gap_ev=11.16 smiles=CC(C)[C@H]1O[C@H]1C fmax_ev_per_a=0.3 charge=0 homo_energy_ha=-0.3690 de_lowest_kj_mol=107.0
H 2.18 -1.75 -0.14
C -1.61 1.74 0.39
C 0.50 -0.42 -0.52
C -0.53 1.20 1.28
H -1.53 -1.21 -0.31
H -0.26 -2.42 -0.10
H 0.86 -0.45 1.66
C 1.91 -0.93 -0.82
H -0.77 1.24 2.35
C -0.55 -1.53 -0.67
C 0.45 0.19 0.87
H -0.65 -1.82 -1.72
H -1.36 1.64 -0.67
H -2.56 1.22 0.58
H -1.78 2.81 0.59
H 1.97 -1.32 -1.84
H 2.65 -0.13 -0.71
H 0.27 0.38 -1.23
O 0.82 1.56 0.99



# 3
71
Properties=species:S:1:pos:R:3 method="wB97M-V/def2-TZVPD" orbital_gap_ev=6.64 fmax_ev_per_a=7.8 charge=-1 homo_energy_ha=-0.1660
H -1.99 4.10 4.88
O -4.35 -1.38 5.42
C 0.05 2.83 4.92
H -2.44 1.45 2.78
H 4.07 -3.89 -6.14
H -6.15 -1.16 3.40
H 4.11 -3.05 -2.65
C 3.47 -3.06 -5.77
C -5.87 0.99 2.67
H -6.92 0.81 2.14
H 0.33 3.40 5.92
H -2.67 0.83 4.88
N -3.71 0.95 5.04
H -5.11 3.56 1.45
H -1.88 0.39 -2.86
C 5.90 -3.74 -3.62
C 0.70 -1.17 -3.68
H -2.19 1.21 0.91
H 7.06 -4.00 -6.69
C -1.74 0.08 -1.82
H 1.89 1.56 5.39
O 0.13 -0.14 -4.50
C 6.95 -3.49 -5.73
C -0.28 -1.62 -2.59
O -1.99 3.22 1.63
O -0.49 -0.58 -1.63
C 1.39 -0.27 3.07
H 3.42 -2.29 -6.54
C 4.39 -3.46 -3.62
H -1.76 0.97 -1.19
C 1.23 1.75 4.44
C -1.42 4.41 3.90
Al -4.70 2.01 1.28
H 1.08 -0.17 0.77
C 0.62 1.15 -4.17
H -2.56 -0.59 -1.52
H 7.94 -3.23 -5.35
C -5.23 -0.44 3.14
H -1.22 -1.96 -3.02
H -3.50 3.98 3.09
H -5.04 1.63 -0.22
C -2.68 1.93 1.73
C 0.49 -0.60 1.71
O 6.31 -4.39 -4.82
H 0.41 -1.78 1.64
H 6.36 -2.59 -5.88
H 3.82 -4.39 -3.78
H 0.17 -2.47 -2.05
H 0.58 1.34 -3.09
H 6.13 -4.42 -2.79
O -0.10 3.77 3.76
H 6.47 -2.81 -3.46
H -1.22 5.58 3.99
C -2.44 4.19 2.64
H 1.66 1.25 -4.52
H -0.92 2.19 5.11
H 0.01 1.89 -4.68
H 2.38 0.29 2.74
H 1.83 2.29 3.59
H 2.46 -3.40 -5.55
H -0.59 -0.10 1.79
H 0.91 -2.02 -4.34
O 0.56 0.51 4.01
H -3.91 1.16 6.05
H -2.52 5.24 2.08
C -4.40 -0.31 4.59
H 1.72 -1.28 3.59
O 4.05 -2.48 -4.60
H 1.65 -0.84 -3.25
H -6.08 1.69 3.62
H -4.60 -0.99 2.31



# 4
12
Properties=species:S:1:pos:R:3 method="wB97M-V/def2-TZVPD" orbital_gap_ev=10.21 smiles="CCC#CC=O" fmax_ev_per_a=1.1 charge=0 homo_energy_ha=-0.3700 de_lowest_kj_mol=308.3
O 1.45 -1.47 -1.62
H 0.96 0.10 0.32
C -0.36 0.01 -1.29
H -0.86 1.69 1.27
C 0.31 -0.18 1.16
C 0.49 -0.87 -2.06
C -0.99 0.65 0.97
C -1.13 0.52 -0.50
H 0.90 -0.03 2.06
H 0.14 -0.96 -3.09
H 0.06 -1.25 1.06
H -1.86 0.26 1.51



# 5
180
Properties=species:S:1:pos:R:3 method="wB97M-V/def2-TZVPD" orbital_gap_ev=7.18 fmax_ev_per_a=3.0 charge=+1 homo_energy_ha=-0.3600
H 5.79 1.15 -3.74
H 7.77 6.70 1.17
H 8.48 0.57 -4.71
H 7.89 -0.97 -4.08
C -9.69 -1.61 1.14
H -7.73 -0.26 2.04
H 3.60 -2.81 10.25
H -6.75 5.90 -1.14
C -12.37 3.59 -0.92
O 9.06 5.65 -1.03
H 9.10 3.55 2.62
H 0.01 -1.03 -2.28
C 3.11 -5.02 -0.99
H 8.87 3.66 -0.67
H 7.42 -2.02 0.30
N 4.01 -2.14 6.25
C -17.64 2.51 -3.25
H 9.27 -5.75 -4.33
C -4.95 6.27 0.84
H -4.15 7.72 -1.85
C 5.93 -4.07 -1.52
H 0.63 -2.91 -4.73
C 2.95 -2.48 5.32
H -0.96 -1.65 0.18
H 1.05 -2.79 10.48
C 8.55 6.09 1.65
N 1.50 -2.59 -4.31
H -3.38 7.96 -0.26
H 5.92 -1.37 5.88
C 11.12 -3.58 -5.83
H -6.78 3.04 -0.17
H 3.39 -2.73 4.35
O 2.57 -2.92 2.08
N 8.59 4.78 1.02
C -16.64 4.65 -4.08
N 2.48 -2.74 12.01
C 6.28 0.50 -4.48
H 2.38 -3.34 5.68
H 4.81 -0.27 6.73
O 2.60 1.02 -2.16
C 2.78 -3.01 13.30
O 5.08 -2.57 8.20
C 8.18 -1.26 0.52
O -3.34 0.98 1.90
H -16.98 5.62 -3.74
H 4.51 -3.81 -3.07
H 10.22 -2.20 -3.87
C -4.09 1.66 -1.64
C -4.33 7.98 -0.80
C -0.21 -2.00 -1.83
H 1.08 -2.09 -0.11
N 5.08 -1.94 -2.26
H 4.28 -6.70 -0.19
C 8.85 4.70 -0.30
H -7.81 0.97 0.76
H 3.11 -6.03 0.97
H -5.60 2.28 1.85
H 4.60 -0.57 4.98
H 0.70 -3.65 -0.81
H -1.86 -2.87 -0.73
H -9.77 -1.31 -1.40
H 4.62 -5.18 0.61
H -17.25 1.94 -4.10
H -13.14 3.15 -1.54
H 2.04 -5.23 -0.87
H 7.00 -5.80 -1.17
N 4.13 -0.83 -4.13
H -17.21 4.35 -4.96
H 8.04 -0.94 1.55
O 8.65 -3.32 -3.23
H 5.98 -1.65 -4.80
H -5.83 2.66 -2.43
C 3.81 -5.77 0.17
N -5.27 7.04 -0.22
C 2.32 -2.69 -1.88
H 5.15 -0.62 -5.94
H 4.43 1.37 -1.23
H -1.70 0.35 0.37
H 6.46 -3.56 -0.71
C 6.40 -5.26 -1.90
H 6.19 -5.65 -2.89
H 4.38 -1.95 11.59
C 4.69 -3.41 -2.07
C -16.17 3.87 -1.85
C -5.83 2.52 -0.28
H 0.97 -4.14 11.65
N 9.98 -3.90 -4.98
H -1.40 0.99 -1.30
C -2.11 0.46 -0.65
H -9.83 2.43 0.68
O -11.72 0.44 0.67
H 1.00 -4.14 -2.97
H -15.58 4.73 -4.34
C -3.44 1.21 -0.51
O -15.45 4.82 -1.60
H 9.16 -1.72 0.34
N -11.78 2.60 -0.03
H -6.70 7.61 -1.64
C 4.88 -1.02 5.94
H 3.29 -0.47 -4.56
C 3.43 -2.14 11.09
H -9.13 -2.38 1.67
F 3.46 -5.74 -2.15
H -0.60 -2.65 -2.63
H 8.43 2.70 1.21
H 2.22 -2.62 -5.02
H 11.57 -2.64 -5.53
H -4.74 8.99 -0.75
H 11.86 -4.37 -5.75
C 8.36 3.60 1.83
H -12.82 4.39 -0.32
C -7.71 -0.10 0.97
H 3.12 2.38 -0.60
H -10.53 4.06 0.78
H 3.82 -2.72 13.56
C -6.59 6.93 -0.80
C -5.31 2.32 -1.54
O 8.10 1.07 -0.05
C 4.06 -1.38 -2.96
C 7.98 0.67 -2.62
H 3.02 -1.19 10.73
C -10.73 3.00 0.89
C 3.25 -2.87 1.11
H -10.45 -2.08 0.52
H 3.83 2.74 -2.19
H -11.05 2.80 1.91
C 3.43 -3.51 -1.12
O -8.19 -0.08 -1.74
C 5.39 -0.72 -4.87
H 8.32 5.99 2.71
C 7.97 -0.08 -0.40
H -12.97 1.11 -0.78
H 2.28 -1.63 5.20
H 9.67 -5.66 -6.06
H -10.19 -0.96 1.86
C 7.73 0.12 -4.04
H 2.64 -4.15 -3.59
C -8.92 -0.73 -1.01
N -16.80 3.67 -3.02
H -16.36 3.07 -1.11
H 0.40 -2.53 12.12
H 3.49 -3.64 7.54
H -17.67 1.87 -2.37
N 3.92 -2.84 0.09
H -7.34 7.16 -0.04
H 9.51 6.59 1.52
H -18.66 2.84 -3.49
C -1.40 -1.87 -0.82
H -11.59 4.02 -1.55
O -5.70 5.47 1.36
H -6.75 -0.44 0.56
H 8.20 -4.89 -5.44
C 1.15 -3.07 11.53
N 2.78 -1.39 -2.37
N -2.37 -0.87 -1.24
H -3.65 1.52 -2.63
H 6.40 1.11 -5.38
C 9.59 -3.10 -3.97
C -5.18 2.10 0.87
H -3.28 -1.20 -0.93
H -2.51 1.47 1.90
O 7.60 -0.36 -1.68
H 5.97 -1.98 -2.75
C 1.85 -3.49 -3.19
H 1.75 0.10 0.21
N -8.79 -0.82 0.32
B 2.66 -0.22 -1.50
O 2.03 -3.51 14.10
H 7.38 1.57 -2.43
C 0.99 -2.61 -1.07
H 7.36 3.65 2.27
H 9.05 0.88 -2.46
H -3.92 6.44 1.20
C -3.99 1.42 0.75
C -12.17 1.32 -0.04
C 9.24 -5.13 -5.22
C 4.21 -2.82 7.39
H 10.78 -3.50 -6.86
C 3.53 1.93 -1.52
O 2.61 -0.20 -0.11



# 6
53
Properties=species:S:1:pos:R:3 method="wB97M-V/def2-TZVPD" orbital_gap_ev="6.92 / 6.84" s2=0.755 spin_multiplicity=2 fmax_ev_per_a=0.7 charge=-1 homo_energy_ha="-0.1965 / -0.1946" de_lowest_kj_mol=156.7
O -1.96 -1.46 -3.39
O -0.60 0.63 1.23
H 3.77 -0.04 3.35
O 5.25 -0.29 -0.34
H -6.38 -0.67 1.89
N -3.12 -1.58 5.65
C -2.45 -3.26 3.17
P 3.32 -0.86 1.44
C -2.14 -3.90 2.00
O 2.68 -1.95 -1.16
C -4.99 -2.38 4.46
H -2.85 -3.84 4.00
H 4.61 1.83 1.02
C -5.65 -3.59 4.29
S -0.78 -1.06 -2.68
N -4.16 -2.26 5.62
C -6.53 -3.77 3.24
H -4.78 -0.36 3.74
H -2.31 -4.96 1.88
O 3.19 0.03 -2.72
H -7.04 -4.72 3.10
C -5.27 -1.32 3.60
C -1.34 0.82 3.48
O 4.29 -0.47 2.66
C -1.60 -1.23 2.23
H -0.98 1.83 3.56
O 1.43 0.31 -0.94
Br -8.00 -2.94 0.95
H -2.09 0.72 5.49
N -1.33 -1.88 1.07
O 1.89 -0.62 1.77
O -1.11 0.06 -1.67
H 5.24 -1.22 -0.61
H 4.19 2.11 -0.68
C -1.15 0.13 2.28
C 3.90 1.59 0.23
H 3.35 -2.53 0.24
Ru -0.09 -0.76 -0.15
O 3.75 -2.35 1.14
O -0.36 -2.11 -1.62
H -1.35 -3.60 -0.02
H 2.42 -0.05 -3.32
C -2.46 -1.10 4.48
O 0.35 -0.73 -3.51
H -5.45 -4.40 4.99
P 2.69 -0.45 -1.29
C -6.78 -2.71 2.38
C -6.17 -1.48 2.56
H 2.90 1.91 0.51
C 3.91 0.09 -0.03
C -1.96 0.18 4.55
C -1.59 -3.16 0.94
C -2.22 -1.88 3.32



# 7
6
Properties=species:S:1:pos:R:3 method="wB97M-V/def2-TZVPD" orbital_gap_ev=12.69 smiles=O.O fmax_ev_per_a=0.4 charge=0 homo_energy_ha=-0.4264 de_lowest_kj_mol=20.6
O -4.98 -2.54 0.07
H 5.72 2.48 0.58
H 4.65 2.05 -0.42
O 4.77 2.34 0.50
H -5.39 -1.67 0.12
H -4.77 -2.66 -0.86



# 8
20
Properties=species:S:1:pos:R:3 method="wB97M-V/def2-TZVPD" orbital_gap_ev=5.26 smiles=[S-]CCCNCCS fmax_ev_per_a=3.0 charge=-1 homo_energy_ha=-0.0838 de_lowest_kj_mol=128.1
C -0.71 1.14 1.39
N 1.64 -0.56 -0.86
H 1.48 -1.04 0.01
H 1.45 1.64 -1.09
C -0.28 -1.76 -2.24
C 1.28 -1.42 -1.95
S -1.29 -1.89 -0.74
H -0.02 0.79 -1.26
H -0.41 -2.81 -2.54
H 1.27 0.40 1.42
C 0.75 1.12 0.79
H -0.97 0.27 2.01
H -0.51 -1.03 -3.02
H 1.31 2.03 0.93
H -1.58 1.22 0.75
C 0.93 0.74 -0.71
H -1.25 -0.67 -0.20
S -0.49 2.42 2.69
H 1.64 -2.51 -1.89
H 1.65 -1.05 -2.90